Record 1
ORCA calculation (wB97M-V/def2-TZVPD) on a 7-piece molecular cluster, C23H50F6O19S5 overall.

Geometry as XYZ:
```
103
C23H50F6O19S5 | OMol25 | wB97M-V/def2-TZVPD
S 7.5058 -24.2116 -5.7702
S 11.4895 -19.2799 -3.0587
S 8.7141 -17.9529 -6.8008
S 1.7895 -22.7098 -5.6075
S 5.5719 -21.2980 -7.0379
F 5.0487 -17.0247 -7.6232
F 8.9404 -16.7084 -11.5050
F 7.7276 -17.8263 -10.0904
F 4.6281 -16.1172 -5.6286
F 8.5237 -15.8689 -9.6470
F 6.6276 -16.8361 -6.2104
O 8.3391 -25.2558 -5.1634
O 6.4861 -23.5249 -5.0564
O 5.6052 -16.3836 -10.4028
O 11.8868 -19.7924 -1.7479
O 7.3870 -18.5282 -6.7586
O 11.5101 -17.8727 -3.4293
O 8.5201 -23.0271 -6.3937
O 1.8040 -23.8651 -4.6951
O 0.9552 -22.5684 -6.7459
O 1.6798 -21.3101 -4.6700
O 8.4040 -16.3452 -6.7453
O 9.9600 -19.8453 -3.3871
O 5.7982 -14.7439 -8.6404
O 5.8124 -20.2969 -8.3756
O 9.6200 -18.2545 -7.8665
O 4.9321 -20.5568 -5.9456
O 6.4324 -14.0591 -6.5276
O 6.7314 -15.0858 -11.9164
O 4.9839 -22.5335 -7.5178
C 9.2879 -15.5878 -7.4748
C 8.8340 -14.0963 -7.4524
C 4.4095 -15.7031 -10.6693
C 9.5055 -18.1820 -5.0918
C 2.8087 -19.8389 -3.1251
C 3.5086 -22.4685 -6.0969
C 5.9281 -14.9087 -7.2775
C 5.5558 -18.9137 -8.3606
C 2.2519 -21.2534 -3.3903
C 8.2839 -21.4172 -4.0316
C 4.7036 -18.5722 -9.5451
C 10.8110 -22.8394 -5.5565
C 8.0063 -16.5825 -10.5987
C 4.8705 -12.5726 -9.1465
C 3.2228 -16.3400 -9.9536
C 9.6978 -21.1886 -3.4572
C 6.7377 -15.9586 -11.0367
C 5.5138 -16.2857 -6.6669
C 9.8452 -23.4148 -6.6675
C 12.4087 -20.1163 -4.3949
C 6.8130 -24.7969 -7.4195
C 7.2255 -21.4974 -6.3914
C 6.0896 -13.5102 -9.2476
H 2.3572 -15.6876 -10.0684
H 8.7298 -17.9363 -4.3666
H 3.8128 -19.7108 -3.5294
H 7.7225 -20.5286 -6.3419
H 3.3571 -16.4524 -8.8778
H 2.8822 -19.5200 -2.0854
H 6.3976 -23.8803 -7.8382
H 5.1101 -19.0033 -10.4600
H 7.6386 -25.1160 -8.0556
H 2.1386 -19.0405 -3.4442
H 3.6774 -18.9018 -9.3822
H 8.0680 -20.8772 -4.9535
H 10.3304 -15.5467 -7.1591
H 7.1610 -22.0096 -5.4313
H 1.4416 -21.4538 -2.6894
H 10.6314 -23.4390 -4.6641
H 4.6766 -17.4847 -9.6134
H 2.9968 -22.0332 -3.2319
H 5.1210 -11.5731 -9.5018
H 6.3515 -13.6958 -10.2892
H 10.6484 -21.7704 -5.4195
H 4.1374 -22.6568 -5.2267
H 10.3667 -17.5287 -4.9519
H 10.3125 -21.8156 -4.1030
H 3.0271 -17.3097 -10.4113
H 7.5496 -20.9567 -3.3707
H 4.0492 -12.9332 -9.7660
H 6.5316 -18.4577 -8.1936
H 11.7043 -20.2879 -5.2088
H 10.0214 -24.4615 -6.9154
H 7.8683 -13.9437 -7.9341
H 8.0391 -22.4780 -4.0834
H 9.2659 -15.8549 -8.5313
H 8.7345 -13.7904 -6.4109
H 4.9694 -18.6728 -7.4740
H 4.4529 -12.4735 -8.1446
H 11.8492 -22.9879 -5.8536
H 4.2490 -15.4914 -11.7264
H 9.6986 -19.2528 -5.0271
H 9.5130 -13.5108 -8.0723
H 7.7549 -22.1163 -7.1158
H 3.7319 -23.1594 -6.9098
H 6.0695 -25.5516 -7.1633
H 3.5328 -21.4466 -6.4753
H 10.1811 -22.8670 -7.5480
H 6.9777 -13.1353 -8.7390
H 12.9523 -20.9704 -3.9910
H 4.5206 -14.7296 -10.1917
H 13.0461 -19.3569 -4.8480
H 9.6171 -21.6702 -2.4827
```

The calculation puts the HOMO energy at -9.143 eV. Its molar mass is 904.96 g mol⁻¹. For the LUMO energy, the calculation gives 0.00 eV. The SMILES is CCOC(=O)C(F)(F)F.CCOC(=O)C(F)(F)F.CCOS(C)(=O)=O.CCOS(C)(=O)=O.CCOS(C)(=O)=O.CCOS(C)(=O)=O.CCOS(C)(=O)=O. Its total energy is -134023.7952 eV.


Record 2
ORCA calculation (wB97M-V/def2-TZVPD) on a 8-piece molecular cluster, C23H50N2O22S3 overall.

Geometry as XYZ:
```
100
C23H50N2O22S3 | OMol25 | wB97M-V/def2-TZVPD
S 1.9995 2.5031 1.6172
S 4.2695 -5.1809 -0.2538
S 5.0225 0.2391 -1.5848
O 1.3225 2.6411 0.1382
O -9.4405 0.5751 1.0262
O -7.2465 1.2431 1.1692
O 0.9745 3.1151 2.4262
O 5.8235 -0.6779 -2.3858
O 5.5885 -0.0719 -0.0378
O 0.6885 -3.9179 2.6072
O -4.2545 3.6491 -2.2088
O -2.7415 1.2711 2.6612
O -3.0535 2.9371 -0.4758
O -8.5025 2.0831 -0.3788
O -4.5805 0.8931 -3.0678
O -3.9085 4.8281 -0.4648
O 5.7265 -4.8929 -0.1958
O 3.5285 -3.9899 -1.1638
O 3.2435 3.0151 1.5682
O -4.5695 0.6211 3.8262
O 3.6075 0.0421 -1.6198
O 3.8755 -6.5139 -0.6738
O -0.9695 -2.6029 2.3392
O -3.8565 2.8161 3.7352
O 0.8295 -2.3989 1.0162
N -3.6615 3.7961 -1.0998
N -1.1465 -0.0509 -1.9988
C -3.7635 1.4391 3.4912
C -0.2425 -4.5439 3.5702
C -1.3615 -1.5589 -2.1088
C 5.3975 -1.5209 0.4522
C 1.2585 4.0411 -0.2888
C 5.3305 1.9221 -1.8668
C 3.5355 -4.1269 -2.4878
C -3.6275 0.4091 -2.1998
C -6.3855 2.1401 0.4402
C 3.7965 -5.0089 1.4302
C -1.4065 -3.5119 3.4142
C -7.2615 2.6941 -0.7078
C -1.9275 2.4161 2.5422
C -2.2375 0.6691 -2.6908
C 0.8545 4.0631 -1.8158
C -8.4555 1.2621 0.5972
C 0.2485 0.2501 -2.5558
C 2.1495 0.8291 1.9412
C -2.9155 3.5381 2.9962
C 5.6345 -1.3869 1.9692
C 2.6565 -2.9919 -3.1278
C -1.1015 0.1341 -0.4198
C 0.2905 -2.9709 1.9262
H -1.5165 -1.7759 -3.2888
H 0.3315 -0.0319 -3.5298
H -1.1205 2.2491 3.2552
H -6.0525 2.9971 1.1512
H 0.1045 -4.4669 4.5722
H -1.7855 -2.9389 4.3282
H 3.8755 -3.9289 1.8662
H 2.7605 0.3611 1.3792
H 1.4705 3.6121 -2.5568
H -6.7455 2.2791 -1.6098
H 2.6605 -5.4059 1.5742
H 4.4685 -5.6749 1.8722
H 4.5985 -4.0229 -2.8778
H 0.6695 4.7521 0.3402
H 2.5895 0.5821 2.9612
H 0.3405 1.2781 -2.6128
H 6.0935 -2.0749 0.0312
H 4.9385 -0.9929 2.6132
H -2.1295 0.0041 0.1532
H 1.2945 0.1931 2.0852
H 0.7805 5.1111 -2.1168
H 4.3715 -1.9019 0.4232
H -2.3665 4.2481 3.6152
H -0.2895 -0.2139 0.1302
H -2.2405 -4.2849 3.2302
H -0.5115 -2.1249 -1.6828
H 0.0665 3.3701 -2.0858
H 5.0905 2.3731 -2.9698
H -2.1015 -2.2179 -1.5478
H 4.6505 2.4241 -1.2998
H -3.4155 4.0601 2.1952
H -1.0265 1.3461 -0.2588
H -2.1765 0.4591 -3.7558
H 2.2805 4.5941 -0.3138
H 3.2185 -4.9489 -3.0168
H 2.5125 -3.4239 -4.0618
H 1.6265 -2.9049 -2.6778
H -0.6105 -5.5189 3.3962
H 6.3665 2.2341 -1.4328
H 0.9175 -0.0139 -1.8538
H 3.0625 -2.0559 -2.9118
H -1.5735 2.3521 1.6142
H -3.8855 0.8211 -1.1648
H -5.4715 1.6391 0.1732
H 5.7695 -2.3639 2.4032
H -1.9705 1.7411 -2.7128
H 6.6995 -1.0419 2.1352
H -4.5675 1.8491 -3.2018
H -3.8095 -0.6299 -2.1128
H -7.2825 3.8761 -0.8648
```

The calculation puts the HOMO energy at -8.353 eV. Its molar mass is 802.85 g mol⁻¹. For the LUMO energy, the calculation gives -0.45 eV. The value obtained for the energy above the lowest of the compared OMol25 structures with the same formula, charge and spin is 0.0 kJ/mol. Its total energy is -105177.3426 eV.